The following is a DFT calculation (wB97M-V/def2-TZVPD) of a molecular structure, C27H73BrF3GaO13PS9.

As for the charge: -1. The spin multiplicity is 1. As for the HOMO-LUMO gap: 6.60 eV. For the largest force on an atom, the calculation gives 0.723 eV/Å.

XYZ file:
```
128
Properties=species:S:1:pos:R:3:forces:R:3
H 9.882 7.789 -0.257 0.005 -0.016 0.000
H -9.690 2.612 0.792 0.016 -0.002 0.008
H -3.708 -1.837 2.619 0.179 0.020 -0.105
H -5.818 -0.730 2.366 -0.040 0.141 -0.093
H -7.407 -2.160 3.880 0.024 0.006 0.000
H 7.003 1.155 1.187 -0.009 0.020 0.013
H 6.652 1.840 -0.421 -0.030 0.022 0.003
H 5.217 -2.754 -0.695 -0.006 -0.002 -0.005
P -3.684 -1.310 -0.554 -0.303 -0.179 -0.632
C 5.807 -5.671 1.677 0.052 0.071 -0.003
H -10.162 0.951 1.227 0.028 -0.001 0.013
C -3.124 1.797 -1.766 0.236 -0.147 0.247
H -5.998 6.277 -5.204 -0.002 -0.004 -0.008
S 6.610 -2.061 -2.476 -0.049 -0.025 -0.097
H 6.903 -3.291 -0.451 0.004 0.015 -0.006
H 0.456 -2.493 1.529 -0.111 -0.022 0.103
H -3.513 1.755 -6.580 0.000 0.003 0.013
H -6.068 5.851 -1.354 -0.001 -0.015 -0.001
H -10.249 1.059 5.023 0.013 0.008 -0.002
H 3.680 1.198 2.963 -0.026 0.007 -0.034
H 4.343 -0.078 1.923 -0.012 -0.008 0.001
F 1.976 -0.816 2.350 -0.287 0.217 -0.045
H 6.307 -5.770 4.475 -0.013 -0.003 0.021
O 3.720 0.853 -5.310 -0.053 -0.093 -0.072
H 0.533 -4.173 2.042 0.006 0.161 -0.054
H 6.583 -6.403 1.449 -0.021 -0.022 0.009
S -5.800 -3.303 5.237 -0.042 -0.035 0.034
S 4.648 -6.377 2.859 -0.138 -0.042 0.025
F 3.265 -1.431 3.953 0.173 0.037 0.375
H -6.012 -5.591 4.725 0.022 0.013 -0.015
H -11.617 1.424 3.940 0.001 -0.004 0.012
H -0.213 -0.060 -7.517 0.013 0.003 0.004
H 8.550 -2.421 -3.772 -0.010 0.014 0.001
C 8.843 7.477 -0.181 -0.014 0.054 0.014
F 3.331 -2.463 2.073 0.153 -0.185 -0.285
H -5.825 4.574 -5.704 -0.004 -0.010 0.010
H -2.375 -0.899 1.949 0.157 -0.178 0.127
H 6.237 -4.760 2.093 -0.020 0.016 -0.018
H 5.430 0.850 3.007 0.011 0.023 -0.010
O -4.844 -0.419 0.102 0.044 -0.048 0.131
H -7.979 -2.348 5.575 0.008 0.009 0.004
C -5.737 6.055 -2.370 -0.001 0.067 0.011
S -6.367 4.729 -3.410 0.017 0.026 0.011
C -2.328 0.507 -1.901 0.408 0.146 -0.042
H -2.684 2.546 -2.430 -0.224 -0.104 -0.061
S 4.401 2.074 -4.806 0.028 0.077 0.045
O -1.467 1.451 -4.555 0.050 0.155 0.065
H -3.096 0.042 -6.330 0.013 0.007 0.026
C -3.093 -2.480 0.653 0.098 -0.055 0.179
C -6.703 -4.751 4.670 -0.056 -0.057 0.031
H 0.688 0.134 -5.989 0.040 0.021 -0.002
O -4.204 -1.894 -1.815 0.282 0.235 0.415
C 7.052 5.528 0.201 -0.047 0.045 -0.066
H -4.648 6.052 -2.411 0.000 -0.030 -0.003
H 8.728 -3.108 -2.135 -0.011 0.019 0.009
O 7.120 -0.828 -1.812 0.004 -0.022 0.037
H -4.569 0.163 3.206 -0.104 -0.043 -0.112
H -3.017 2.161 -0.737 -0.078 0.017 -0.154
S 4.809 2.084 1.071 -0.028 -0.051 -0.016
Ga -1.539 -3.022 3.166 -0.026 0.462 0.177
H -4.184 1.670 -1.995 0.109 0.041 0.026
H -3.643 0.893 1.192 -0.059 -0.173 -0.015
H -7.565 -4.925 5.315 0.008 -0.014 -0.001
H 6.639 -7.376 3.738 -0.021 -0.008 -0.021
C -10.252 2.003 1.496 -0.067 0.006 -0.031
H -10.469 0.103 3.533 0.025 0.008 -0.008
C -0.300 0.025 -6.433 0.048 -0.011 -0.016
C -7.127 -2.118 4.933 -0.052 -0.017 0.009
C -10.581 1.088 3.988 -0.065 -0.024 0.013
H 6.016 2.417 -3.081 -0.007 0.000 0.007
H 7.746 -3.961 -3.373 0.007 0.002 -0.009
C 0.346 -3.151 2.397 0.175 -0.403 -0.033
H 5.238 -5.435 0.780 -0.018 -0.002 0.014
H -1.263 0.745 -1.977 -0.160 -0.078 0.016
C -5.592 5.303 -4.929 0.009 0.047 -0.042
C -2.777 -1.917 2.053 -0.368 0.015 -0.281
C 8.058 -2.991 -2.986 0.020 -0.070 0.007
O -5.646 3.501 -3.006 -0.068 -0.019 -0.029
H -7.009 -4.595 3.635 0.027 0.020 -0.005
H 5.994 0.720 -3.651 0.004 -0.005 0.016
H 5.402 2.638 -6.874 -0.012 -0.004 0.004
H -3.883 -3.240 0.688 0.225 -0.064 0.119
H -6.737 -1.129 5.168 0.002 -0.001 -0.020
H -2.598 -0.058 -2.795 -0.090 0.018 0.180
S -1.234 1.502 -6.017 0.009 -0.105 -0.085
H 8.338 7.623 -1.136 0.001 -0.023 -0.003
H -0.804 -0.844 -6.010 -0.027 0.021 0.018
C 1.414 -2.848 3.450 -0.167 -0.039 -0.038
O -2.424 -0.341 -0.733 -0.240 0.124 -0.083
H -5.209 1.487 0.661 0.080 -0.131 0.008
H -6.058 1.002 2.736 0.069 -0.235 -0.115
H 6.382 1.443 -5.982 -0.019 -0.013 0.012
H 5.955 0.279 0.027 0.049 -0.007 -0.040
H 6.818 4.487 0.409 -0.007 0.007 0.063
H 5.351 -7.192 4.960 -0.012 -0.002 -0.006
H 6.681 5.817 -0.783 0.018 0.000 -0.001
S -9.527 2.257 3.120 0.005 -0.016 -0.048
H 6.602 6.140 0.983 0.002 -0.015 0.017
C 6.094 -3.185 -1.175 0.001 0.011 0.048
H -6.140 7.010 -2.708 -0.002 0.000 0.011
O -8.176 1.647 3.071 -0.079 0.068 0.096
C -2.776 0.980 -6.782 -0.031 -0.015 -0.058
C 2.486 -1.897 2.958 -0.057 -0.182 0.009
C 5.800 2.361 -5.900 0.034 0.039 -0.021
H 1.493 -4.650 4.174 0.031 0.120 -0.123
H -1.407 -2.430 4.658 0.067 -0.125 0.018
S 8.829 5.725 0.228 0.029 -0.027 0.023
O -4.763 -3.045 4.220 -0.082 0.222 0.011
C 6.251 1.255 0.405 0.064 0.053 -0.029
C -4.694 0.615 1.082 -0.200 0.282 -0.035
O 4.250 -7.701 2.313 0.083 -0.064 -0.041
O 9.364 5.014 -0.966 0.002 0.001 -0.045
C 4.541 0.890 2.376 0.034 0.106 0.084
H -11.296 2.317 1.509 0.005 0.005 -0.011
O 5.277 3.354 1.708 0.069 -0.059 -0.010
Br -2.434 -5.287 3.355 0.136 -0.181 -0.074
H 0.959 -2.365 4.329 0.148 0.086 -0.109
H -2.633 0.871 -7.857 -0.010 0.004 0.003
H 4.705 1.321 -2.581 -0.033 0.008 -0.025
H 8.345 8.037 0.611 0.006 0.006 -0.002
H 5.834 -4.147 -1.615 -0.014 0.005 -0.003
H -2.205 -2.943 0.201 -0.216 -0.015 -0.068
C 5.385 1.583 -3.389 0.013 -0.008 0.050
C -5.332 0.246 2.425 0.314 0.117 0.240
H -4.514 5.356 -4.780 -0.003 -0.026 0.018
O 2.142 -4.000 3.876 -0.136 -0.046 0.193
H 6.411 3.173 -5.505 -0.002 -0.001 -0.006
C 5.872 -6.710 4.136 0.075 0.052 0.026
```
Positions in Å, forces in eV/Å.